[1]
9
Properties=species:S:1:pos:R:3:mulliken_charge:R:1 method="wB97M-V/def2-TZVPD" charge=0 gap_ev="8.33 / 8.33" e_homo_ev="-9.8 / -9.8" e_tot_ev=-17063.5584
C 0.235 -0.302 0.261 0.3319
C -1.165 -0.645 0.126 -0.7220
O 2.712 0.290 0.062 -0.4478
O 0.213 1.864 -0.214 -0.6401
S 1.807 -0.806 0.310 0.3222
H -1.952 0.109 -0.238 0.2948
H -1.589 -1.128 1.063 0.2751
H -1.290 -1.431 -0.608 0.2893
H 1.029 2.051 -0.762 0.2966

[2]
62
Properties=species:S:1:pos:R:3:mulliken_charge:R:1 method="wB97M-V/def2-TZVPD" charge=+1 gap_ev=6.15 e_homo_ev=-10.0 e_tot_ev=-60053.7584
Tl -0.515 0.494 0.084 1.4082
C -0.080 3.984 -0.495 -0.9388
C 0.238 3.413 -1.872 -0.7980
N 0.067 1.941 -2.009 0.5319
C -0.898 1.621 -3.076 -0.7402
C -2.327 2.007 -2.722 -0.9227
C 1.336 1.242 -2.228 -1.7483
C 2.299 1.316 -1.039 -0.7555
N 1.600 1.232 0.224 0.4285
C 2.247 1.165 1.417 0.0124
C 1.505 1.181 2.613 0.1196
F 0.148 1.165 2.521 0.0388
C 2.071 1.228 3.864 -0.0784
F 1.266 1.260 4.932 -0.3158
C 3.441 1.262 4.027 -0.5607
C 4.204 1.224 2.878 0.1656
F 5.535 1.245 2.975 -0.3067
C 3.644 1.150 1.616 0.4221
F 4.487 1.091 0.568 -0.3261
H 0.105 5.059 -0.494 0.4988
H -1.130 3.821 -0.244 0.0503
H 0.543 3.532 0.271 0.1082
H -0.418 3.897 -2.596 0.6200
H 1.259 3.677 -2.154 0.3511
H -0.593 2.123 -4.003 0.4519
H -0.859 0.549 -3.255 0.4255
H -2.445 3.081 -2.583 0.3267
H -2.995 1.694 -3.524 0.4534
H -2.641 1.509 -1.802 0.0719
H 1.098 0.196 -2.414 0.4597
H 1.852 1.626 -3.115 0.5018
H 3.027 0.515 -1.182 0.5030
H 2.842 2.267 -1.063 0.5069
H 3.899 1.318 5.003 0.5170
N -2.577 -0.930 0.637 -0.3266
N -3.135 -0.522 1.836 -0.3158
C -3.138 0.762 2.197 0.7216
N -3.675 1.085 3.372 -0.4194
S -2.530 1.985 1.191 -0.3911
H -3.289 -1.013 -0.082 0.2265
H -2.034 -1.842 0.767 0.2797
H -3.339 -1.238 2.519 0.2572
H -4.088 0.401 3.987 0.2005
H -3.654 2.046 3.666 0.2227
C 0.554 -4.438 -1.771 -0.9035
N -0.633 -3.641 -2.062 0.1507
C -1.774 -4.292 -2.704 -0.9474
C -0.655 -2.365 -1.835 0.3124
N -0.670 -1.224 -1.616 -0.5365
H 0.285 -5.270 -1.120 0.3335
H 1.296 -3.823 -1.267 0.2690
H 0.982 -4.829 -2.695 0.3529
H -2.122 -5.119 -2.085 0.3183
H -1.486 -4.673 -3.685 0.3441
H -2.583 -3.577 -2.828 0.3237
C 1.078 -3.474 2.068 -1.3119
C 0.068 -2.571 1.385 0.5820
O -1.033 -3.071 1.046 -0.7822
O 0.427 -1.366 1.206 -0.4272
H 0.791 -3.571 3.116 0.3437
H 2.077 -3.051 2.013 0.3065
H 1.047 -4.463 1.616 0.3346

[3]
47
Properties=species:S:1:pos:R:3:mulliken_charge:R:1 method="wB97M-V/def2-TZVPD" charge=0 gap_ev=8.38 smiles="C=CCSC1=C(C#N)[C@@H](c2ccccc2Cl)[C@H](C(=O)c2cccs2)[C@](O)(C(F)(F)F)N1" e_homo_ev=-8.6 e_tot_ev=-71456.7871
C -7.130 -1.733 -0.224 -0.8152
C -6.139 -0.929 0.116 -0.1263
C -4.704 -1.287 -0.028 -0.3402
H -4.571 -2.309 -0.378 0.3153
H -4.158 -1.135 0.902 0.3401
S -3.939 -0.145 -1.258 -0.1776
C -2.310 0.123 -0.625 0.6402
C -1.501 -0.823 -0.096 0.1200
C -1.849 -2.175 -0.020 -0.8667
N -2.117 -3.291 0.038 -0.6946
C -0.138 -0.420 0.421 -0.2294
C 0.849 -1.559 0.328 -0.2855
C 0.984 -2.259 -0.867 0.1207
C 1.908 -3.276 -1.003 -1.0690
C 2.726 -3.611 0.062 -0.5354
C 2.609 -2.931 1.260 -0.6124
C 1.675 -1.914 1.391 0.7949
Cl 1.572 -1.089 2.908 -0.1938
H 3.235 -3.184 2.100 0.4551
H 3.453 -4.402 -0.035 0.4253
H 1.989 -3.805 -1.940 0.4112
H 0.348 -2.002 -1.701 0.4625
H -0.221 -0.097 1.466 1.1549
C 0.404 0.757 -0.416 0.2001
C 1.749 1.144 0.199 -0.0996
O 1.817 1.671 1.286 -0.6269
C 2.936 0.745 -0.534 0.0177
C 4.221 0.819 -0.045 -0.4634
C 5.179 0.339 -0.947 -0.5948
C 4.622 -0.092 -2.115 -0.3512
S 2.923 0.078 -2.135 -0.0654
H 5.120 -0.500 -2.973 0.4795
H 6.235 0.311 -0.746 0.4385
H 4.435 1.206 0.934 0.5360
H 0.541 0.430 -1.451 0.7965
C -0.585 1.930 -0.516 -0.2206
N -1.924 1.432 -0.728 -0.1299
H -2.587 2.063 -1.155 0.3382
O -0.166 2.707 -1.596 -0.6220
H -0.658 3.538 -1.645 0.4937
C -0.668 2.866 0.731 0.5496
F -0.847 2.232 1.882 -0.2396
F -1.758 3.662 0.563 -0.3181
F 0.355 3.707 0.839 -0.2488
H -6.334 0.059 0.512 0.3071
H -8.160 -1.447 -0.101 0.2754
H -6.947 -2.715 -0.627 0.2539

Listing energy above the lowest of the compared OMol25 structures with the same formula, charge and spin for the structures above in their given order: 551.2, 77.9, 11.3 kJ/mol.